(1)
The following is a DFT calculation (ωB97M-V with the def2-TZVPD basis set) of C13H25O15 as an isolated structure at a distorted geometry.

Geometry (Å):
O -0.3034 -0.0421 0.3544
C -1.5986 0.0816 0.0485
O -2.3173 -0.9173 -0.1475
O -2.0474 1.2100 -0.0805
H -0.0403 0.8811 0.3518
C 0.3351 -1.8268 0.2410
O 1.2255 -2.3886 1.1136
C 1.7099 -3.6250 0.7711
O 1.3743 -4.3442 -0.1433
O 2.6928 -3.8734 1.6889
C 3.4986 -5.1343 1.6433
H -0.0185 -0.8427 0.5485
H -0.5560 -2.4517 0.2999
H 0.6031 -1.9741 -0.8052
H 4.1645 -5.0728 2.5041
H 4.0711 -5.2782 0.7270
H 2.7412 -5.9082 1.7682
C -0.0483 -0.1319 -2.1903
O 0.2318 -1.4382 -2.6224
C -0.5219 -2.4279 -2.2145
O -1.5595 -2.3381 -1.4630
O 0.0431 -3.5359 -2.6288
C -0.3342 -4.8325 -2.1282
H 0.7898 0.4609 -2.5567
H -0.0325 0.0298 -1.1125
H -0.9717 0.2590 -2.6175
H -0.2017 -5.3141 -3.0970
H -1.4080 -4.7735 -1.9502
H 0.3669 -5.2334 -1.3962
C -0.1951 3.4346 0.5377
O 0.0801 2.9688 -0.8064
C -0.8169 2.6808 -1.7356
O -2.0066 2.7107 -1.6175
O -0.2341 2.4171 -2.9783
C -1.0311 2.2769 -4.1104
H 0.6513 3.5389 1.2165
H -1.0015 2.8006 0.9064
H -0.6510 4.4184 0.4262
H -0.2631 2.5373 -4.8387
H -1.9084 2.9101 -4.2429
H -1.2391 1.2081 -4.1603
C -0.7337 1.1113 1.8430
O -1.0805 2.2359 2.6892
C -0.1749 3.1736 2.9926
O 0.8249 3.3135 2.3261
O -0.6506 3.9084 3.9257
C -0.0108 4.9937 4.4328
H 0.2441 0.6468 1.9704
H -0.6684 1.4905 0.8231
H -1.4699 0.3136 1.7445
H 0.3603 5.6162 3.6187
H 0.7826 4.5528 5.0363
H -0.6958 5.5240 5.0944

Cartesian forces, eV/Å:
O -5.8677 17.1026 -5.5638
C -8.8537 -3.2567 -3.6034
O 1.3319 1.5258 3.1141
O 0.0023 1.2511 0.0378
H 2.3967 -0.0561 -1.1757
C 1.1224 -11.1962 -1.3433
O 3.7954 -3.9758 0.9521
C 0.2375 1.3963 1.2063
O 0.9227 0.6319 1.2889
O 1.1897 -1.0217 -0.3402
C -1.9618 1.2512 0.0416
H 5.5927 -11.6252 3.6546
H -0.1901 0.0039 0.1146
H 1.1907 0.3729 1.1623
H -0.1833 0.0465 -0.1065
H -0.2416 0.2837 -0.0845
H 0.4669 -0.4062 -0.0567
C 0.5253 1.2994 -0.9100
O 0.2882 0.1170 -1.2232
C -4.9894 -0.5602 3.4879
O 4.4627 -2.0401 -6.1438
O 1.2058 -0.2096 0.0490
C -0.6433 0.4527 -2.4215
H -0.1387 -0.1550 -0.3543
H 0.4162 -0.9371 -2.6611
H 0.0008 -0.4604 0.1617
H -0.1905 -1.1222 0.2784
H 0.1711 -0.3867 0.7961
H -0.8306 0.3979 -0.1515
C -3.9991 1.8842 -5.7839
O 1.8806 -0.8690 -1.3844
C -1.8324 1.0991 -1.2173
O 0.2449 1.6900 -1.4149
O 1.0327 1.6173 3.2360
C 0.8206 -0.5560 -0.6046
H -0.0779 0.1021 -5.2793
H 0.4423 1.6766 -0.6124
H -0.1931 0.5374 -0.1162
H -0.5398 -0.1744 -0.7738
H 0.0242 -0.0349 0.6055
H -0.6371 0.1293 -0.6296
C 1.5426 2.0671 3.6756
O -0.1762 -0.8626 2.1154
C -0.7461 -2.7643 -1.4921
O 3.6891 -0.5223 9.6119
O -2.9300 -0.5994 0.5810
C 1.5856 0.8273 0.6952
H 0.2038 0.8036 2.2930
H -1.7840 2.9182 3.3894
H -0.5274 1.2522 2.7506
H 0.1991 0.2503 0.2878
H 0.5654 0.8003 0.1359
H -0.0163 0.0041 -0.2747

Computed properties:
- HOMO level: -0.126 Ha
- LUMO: 2.5 eV
- Orbital gap: 5.90 eV
- Charge: -1
- Energy: -44578.32180 eV
- Relative energy (zero: lowest compared OMol25 entry of this formula, charge and spin): 20.472 eV

These are the Löwdin partial charges, in e, on atoms 1 to 6:
1 O 0.00
2 C -0.81
3 O 0.07
4 O 0.01
5 H 0.10
6 C -0.08

(2)
The following is a DFT calculation (ωB97M-V with the def2-TZVPD basis set) of C30H25AlBF4N6O2S as an isolated structure at a distorted geometry.

Geometry (Å):
Al 0.1807 -0.5024 0.4542
O -5.3072 3.6766 -2.6330
N -4.9992 2.5340 -2.3998
O -5.6004 1.5561 -2.7654
C -3.8111 2.2826 -1.5970
C -3.6350 3.0174 -0.5201
C -2.5327 2.7424 0.3625
C -2.2204 3.5777 1.4653
C -1.1538 3.2505 2.2691
C -0.3732 2.1920 1.9046
N -0.6811 1.3553 0.9013
C -1.7296 1.6432 0.1059
C -1.9443 0.8222 -1.0308
N -1.0601 -0.2011 -1.1752
C -1.1841 -0.8859 -2.3142
C -2.1025 -0.5433 -3.3024
C -3.0400 0.3896 -3.1135
C -3.0100 1.1042 -1.8796
H -4.2208 3.9302 -0.3723
H -2.8606 4.4801 1.7260
H -0.8544 3.7966 3.1266
H 0.5676 1.8754 2.3914
H -0.5363 -1.6846 -2.6263
H -2.1438 -1.0806 -4.2300
H -3.7730 0.5762 -3.8832
N 0.7639 -2.4770 0.0036
C -0.2892 -3.2272 -0.5710
C -0.0590 -3.8659 -1.7477
C -1.1883 -4.3569 -2.4155
C -2.4484 -4.2960 -1.8036
C -2.6439 -3.8293 -0.5306
C -1.5172 -3.2700 0.1186
C -1.6218 -2.7495 1.4921
C -2.3731 -3.4062 2.4324
C -2.5027 -2.8809 3.7171
C -1.8489 -1.6542 3.9594
C -1.1413 -0.9502 2.9963
C -1.0768 -1.4653 1.7119
H 1.6860 -2.6605 -0.4862
H 0.9322 -2.8956 0.8979
H 0.8443 -3.8400 -2.3220
H -1.1172 -4.9480 -3.3032
H -3.3954 -4.5750 -2.2133
H -3.6149 -3.7428 -0.0312
H -2.8897 -4.3190 2.2206
H -2.9838 -3.4209 4.5471
H -1.8964 -1.3319 4.9727
H -0.6942 0.0244 3.2453
F 1.6843 0.0917 -0.7961
B 2.4871 -0.4540 -1.9754
F 1.5113 -0.9441 -2.8054
F 3.1764 -1.5653 -1.3902
F 3.3766 0.4972 -2.4054
C 6.2928 0.5439 -0.3341
C 5.1352 1.1169 0.3392
C 5.0194 2.4925 0.4490
C 3.8570 2.9507 1.1192
N 2.8780 2.1538 1.6081
C 3.0750 0.8682 1.4390
S 2.0109 -0.3519 1.9877
N 4.1405 0.3611 0.8004
C 3.7183 4.4152 1.3028
H 7.1614 0.3571 0.3485
H 6.5699 1.1438 -1.2172
H 6.0195 -0.4295 -0.7521
H 5.7668 3.2140 0.0327
H 4.1322 -0.6174 0.5213
H 3.6506 4.6757 2.3682
H 2.8626 4.7656 0.6840
H 4.5757 4.9485 0.9208

Cartesian forces, eV/Å:
Al -0.0304 -0.4632 -0.1203
O 0.0338 0.4043 0.1217
N 0.0453 0.2834 -0.3741
O -0.4576 -0.6480 -0.2597
C -0.0721 -1.7833 -0.3673
C 0.6620 1.8157 1.1000
C -0.5154 0.9690 0.2645
C -1.0845 0.6845 0.4763
C -0.4485 0.5948 -0.6022
C 1.3065 -2.6553 -0.5814
N 0.7807 0.5017 -0.2651
C 0.3196 0.3925 1.0414
C -0.3150 -0.3091 0.3917
N -0.2777 -0.6136 -1.2836
C 0.3036 0.3673 -0.2516
C -0.0115 -0.8947 -0.3435
C -0.9117 1.1928 1.0006
C 0.2376 0.4691 -1.2020
H 0.0136 -0.4895 0.0498
H 0.8182 -1.3358 -0.5483
H -0.0016 0.6552 0.5467
H -0.7582 0.5878 0.1049
H 0.3615 -0.0291 0.8897
H 0.3981 -0.3728 -0.1736
H -0.0988 0.1818 0.1266
N 2.4128 0.1197 -0.5825
C -0.6215 -0.1285 0.7659
C -2.0023 -0.4401 -1.8908
C -0.7269 -0.7009 1.0337
C -0.4536 -0.0586 -0.0456
C 1.7998 1.3630 1.0594
C -0.4449 -0.7257 -0.4587
C 0.0154 1.4288 -1.0174
C -0.5811 -0.1663 1.3181
C 1.0530 0.8860 -0.2329
C -0.5660 -1.1110 0.6447
C -0.8251 -0.0198 0.2438
C 1.0547 0.2384 -0.0620
H -1.3869 0.5804 0.2470
H 0.1148 0.1875 1.1375
H 0.7333 0.0240 0.3036
H 0.2468 0.1586 -0.6797
H 0.0291 -0.6764 -1.1874
H 0.3462 -0.3153 -0.3841
H 0.0221 -0.5563 -0.3346
H 0.0896 0.3685 -0.6587
H 0.0748 0.6098 0.6304
H -0.2081 -0.6002 0.0210
F -0.3204 0.5290 -0.1534
B 0.1942 -1.0615 0.8361
F 0.4556 0.4264 -0.5605
F 0.0575 0.5832 -0.0972
F -0.7747 -0.3036 0.1572
C 0.9609 -1.4974 -0.8236
C 0.5053 2.0579 -0.5017
C -0.8297 0.0667 0.6441
C 0.7560 0.2255 -0.2934
N 1.2928 0.5602 -0.3756
C -1.0610 -0.8653 -0.0858
S -0.8430 -0.3048 1.0181
N 1.1258 -0.0045 -0.5732
C -0.5728 0.5348 -0.2559
H -0.7145 0.4515 -0.5377
H 0.1175 -0.0314 0.6751
H 0.0880 -0.0943 0.0785
H -0.7836 -1.0090 0.5580
H -0.1769 -0.0467 0.3454
H -0.5049 -0.0790 -0.3592
H 0.2063 -0.0969 0.8358
H 0.3480 -0.0118 -0.1429

Computed properties:
- HOMO level: -0.390 Ha
- LUMO: -3.6 eV
- Orbital gap: 7.03 eV
- Charge: +1
- Energy: -73533.01531 eV

These are the Löwdin partial charges, in e, on atoms 1 to 6:
1 Al 0.07
2 O 0.12
3 N -0.36
4 O 0.11
5 C -0.08
6 C 0.08